Entry w
Density functional theory data (ωB97M-V/def2-TZVPD) for a 2-piece molecular cluster, C3H10N overall.

The geometry in ORCA input format:
```
! RIJCOSX wB97M-V def2-TZVPD def2/J DEFGRID3
* xyz 1 1
N 1.761 -1.394 -0.598
H 1.936 -1.974 0.218
H 1.268 -0.464 -0.457
H 2.633 -1.161 -1.080
H 1.195 -1.810 -1.344
C -2.050 0.448 0.327
C -0.749 1.100 -0.009
C 0.393 0.861 0.639
H -2.641 0.312 -0.582
H -2.008 -0.541 0.776
H -2.675 1.094 0.941
H -0.847 1.834 -0.800
H 1.273 1.480 0.468
H 0.511 0.216 1.503
*
```

Values from the calculation:
- HOMO energy: -14.134 eV

Entry x
Density functional theory data (ωB97M-V/def2-TZVPD) for a 2-piece molecular cluster, C3H10N overall.

The geometry in ORCA input format:
```
! RIJCOSX wB97M-V def2-TZVPD def2/J DEFGRID3
* xyz 1 1
C -1.300 -1.886 1.425
H -1.985 -2.643 1.780
H -1.215 -1.798 0.344
H -0.317 -2.134 1.830
H -1.574 -0.914 1.820
C 0.501 0.671 -1.864
C 0.664 1.390 0.479
N 1.065 1.452 -0.716
H 0.031 1.344 -2.570
H -0.206 0.010 -1.368
H 1.285 0.030 -2.246
H -0.112 0.692 0.785
H 1.210 1.904 1.263
H 1.952 1.881 -0.963
*
```

Values from the calculation:
- HOMO energy: -16.589 eV

Energies in eV, measured from the most stable structure: entry w 0.000; entry x 0.256.

Entry w
Density functional theory data (ωB97M-V/def2-TZVPD) for a 2-piece molecular cluster, C3H7NO3S overall.

The geometry in ORCA input format:
```
! RIJCOSX wB97M-V def2-TZVPD def2/J DEFGRID3
* xyz -2 1
O 0.998 -0.881 -0.181
C 0.875 0.362 -0.426
O 1.703 1.065 -1.029
C -0.433 1.021 0.053
C -0.757 0.735 1.523
S -2.373 1.343 2.117
N -1.488 0.482 -0.834
H -0.422 2.085 -0.166
H -0.641 -0.337 1.694
H 0.062 1.162 2.121
H -2.351 0.970 -0.616
H -1.683 -0.483 -0.582
H 1.759 -1.832 -1.209
H 2.619 -2.993 -0.852
O 2.132 -2.700 -1.612
*
```

Values from the calculation:
- HOMO energy: 0.336 eV

Entry x
Density functional theory data (ωB97M-V/def2-TZVPD) for a 2-piece molecular cluster, C3H7NO3S overall.

The geometry in ORCA input format:
```
! RIJCOSX wB97M-V def2-TZVPD def2/J DEFGRID3
* xyz -2 1
O 1.536 -0.572 -1.374
C 0.309 -0.139 -1.288
O -0.477 0.116 -2.231
C -0.240 0.223 0.168
C -1.540 -0.562 0.466
S -2.329 -0.197 2.172
N -0.508 1.706 0.002
H 0.481 0.156 1.040
H -2.339 -0.357 -0.385
H -1.359 -1.599 0.464
H -1.229 2.012 0.648
H -0.891 1.800 -0.977
H 3.078 -0.382 1.019
H 2.392 -0.992 -0.276
O 3.116 -1.214 0.553
*
```

Values from the calculation:
- HOMO energy: 0.297 eV

Entry y
Density functional theory data (ωB97M-V/def2-TZVPD) for a 2-piece molecular cluster, C3H7NO3S overall.

The geometry in ORCA input format:
```
! RIJCOSX wB97M-V def2-TZVPD def2/J DEFGRID3
* xyz -2 1
C -0.147 1.598 -0.189
C 1.069 0.718 0.391
S 2.613 1.427 0.644
N -0.922 0.676 -1.102
C -1.093 -0.718 -0.809
O -1.556 -0.797 0.287
O -0.734 -1.638 -1.591
H -0.783 2.174 0.452
H 0.247 2.480 -0.713
H 1.197 -0.140 -0.263
H 0.754 0.555 1.357
H -0.970 0.973 -2.046
H -0.466 -2.637 0.765
H 0.437 -1.856 1.503
O 0.354 -2.815 1.314
*
```

Values from the calculation:
- HOMO energy: 0.699 eV

Energies in eV, measured from the most stable structure: entry w 0.000; entry x 0.457; entry y 1.594.

Entry w
Density functional theory data (ωB97M-V/def2-TZVPD) for a single CH5NO2S molecule.

The geometry in ORCA input format:
```
! RIJCOSX wB97M-V def2-TZVPD def2/J DEFGRID3
* xyz 0 1
C 0.776 -1.084 -0.014
S -0.730 -0.005 -0.098
N -0.062 1.521 -0.307
O -1.540 -0.347 -1.199
O -1.308 -0.039 1.239
H 1.159 -0.858 1.044
H 0.565 -2.201 -0.151
H 1.481 -0.795 -0.753
H -0.783 2.218 -0.382
H 0.442 1.589 0.621
*
```

Values from the calculation:
- HOMO energy: -10.732 eV
- SMILES: CS(N)(=O)=O

Entry x
Density functional theory data (ωB97M-V/def2-TZVPD) for a 2-piece molecular cluster, CH5NO2S overall.

The geometry in ORCA input format:
```
! RIJCOSX wB97M-V def2-TZVPD def2/J DEFGRID3
* xyz 0 1
C -1.138 0.555 -0.500
N 1.211 0.841 0.343
O 0.713 -1.501 -0.437
O 2.338 0.366 -0.234
S 0.157 -0.490 0.465
H -1.797 -0.144 -1.019
H -1.870 0.945 0.287
H -0.631 1.262 -0.979
H 2.276 -0.556 -0.591
H -1.259 -1.278 2.665
*
```

Values from the calculation:
- HOMO energy (alpha / beta): -8.999 / -9.927 eV

Energies in eV, measured from the most stable structure: entry w 0.000; entry x 6.039.

Entry w
Density functional theory data (ωB97M-V/def2-TZVPD) for a 2-piece molecular cluster, CH5NO2S overall.

The geometry in ORCA input format:
```
! RIJCOSX wB97M-V def2-TZVPD def2/J DEFGRID3
* xyz 0 1
C 0.667 1.451 0.255
N -2.042 -1.018 -0.674
O 1.414 -0.845 -1.125
O 1.383 -0.976 1.344
S 0.783 -0.491 0.118
H 0.897 1.620 -0.746
H -0.229 1.791 0.578
H 1.384 1.581 1.093
H -2.515 -1.194 0.219
H -1.741 -1.920 -1.062
*
```

Values from the calculation:
- HOMO energy (alpha / beta): -11.342 / -9.198 eV

Entry x
Density functional theory data (ωB97M-V/def2-TZVPD) for a single CH5NO2S molecule.

The geometry in ORCA input format:
```
! RIJCOSX wB97M-V def2-TZVPD def2/J DEFGRID3
* xyz 0 1
C -0.859 0.949 0.600
S 0.605 0.110 -0.087
N 0.111 -1.437 -0.707
O 1.213 0.830 -1.244
O 1.506 -0.201 0.986
H -1.551 0.344 1.152
H -0.109 1.530 1.230
H -1.403 1.560 -0.059
H 0.260 -2.254 -0.188
H 0.226 -1.430 -1.683
*
```

Values from the calculation:
- HOMO energy: -10.639 eV
- SMILES: CS(N)(=O)=O

Energies in eV, measured from the most stable structure: entry w 2.890; entry x 0.000.

Entry w
Density functional theory data (ωB97M-V/def2-TZVPD) for a single C18H22N2O3 molecule.

The geometry in ORCA input format:
```
! RIJCOSX wB97M-V def2-TZVPD def2/J DEFGRID3
* xyz 0 1
C 1.463 1.176 -2.301
C 0.818 -0.230 -2.263
C -0.704 -0.075 -2.470
C -1.385 0.630 -1.287
C -1.057 -0.033 0.072
C -1.581 0.693 1.305
C -2.631 1.616 1.147
C -3.209 2.249 2.239
C -2.697 2.038 3.504
O -3.207 2.657 4.599
C -1.619 1.170 3.660
C -1.086 0.444 2.565
C 0.133 -0.439 2.777
N -0.171 -1.498 3.745
O 0.315 -1.337 4.865
C 0.588 -1.137 1.501
C 0.440 -0.239 0.276
C 1.040 -0.943 -0.919
C 2.553 -1.307 -0.942
C 2.842 -1.597 -2.421
C 1.643 -1.132 -3.228
N 0.748 -2.254 -3.659
O 1.131 -2.886 -4.635
H 2.497 1.143 -2.035
H 1.382 1.634 -3.288
H 1.009 1.825 -1.575
H -1.164 -1.046 -2.651
H -0.907 0.492 -3.390
H -1.053 1.691 -1.239
H -2.483 0.639 -1.446
H -1.561 -0.980 0.035
H -3.073 1.806 0.160
H -4.056 2.893 2.124
H -2.561 2.683 5.295
H -1.156 1.062 4.637
H 0.936 0.202 3.121
H 0.098 -2.078 1.301
H 1.641 -1.352 1.617
H 0.941 0.703 0.466
H 0.529 -1.899 -0.936
H 2.783 -2.179 -0.274
H 3.144 -0.459 -0.562
H 2.992 -2.655 -2.579
H 3.765 -1.128 -2.795
H 1.931 -0.563 -4.119
*
```

Values from the calculation:
- HOMO energy: -8.732 eV
- SMILES: C[C@]12CC[C@@H]3c4ccc(O)cc4[C@@H](N=O)C[C@H]3[C@@H]1CC[C@H]2N=O

Entry x
Density functional theory data (ωB97M-V/def2-TZVPD) for a single C18H22N2O3 molecule.

The geometry in ORCA input format:
```
! RIJCOSX wB97M-V def2-TZVPD def2/J DEFGRID3
* xyz 0 1
C 2.886 3.878 0.158
O 2.117 2.739 0.504
C 2.556 1.563 0.000
O 3.534 1.478 -0.705
C 1.706 0.455 0.408
C 0.576 0.517 1.190
N 0.033 -0.717 1.336
C -1.215 -0.962 2.012
C -2.302 0.000 1.496
O -2.710 0.887 2.222
N -2.736 -0.171 0.233
C -2.369 -1.265 -0.644
C -2.266 -0.837 -2.108
C -1.286 0.312 -2.335
C -1.592 1.563 -1.501
C -3.085 1.795 -1.267
C -3.709 0.772 -0.288
C 0.810 -1.627 0.657
C 0.682 -3.004 0.516
C 1.627 -3.659 -0.246
C 2.679 -2.970 -0.853
C 2.819 -1.607 -0.712
C 1.877 -0.922 0.051
H 3.909 3.772 0.524
H 2.398 4.728 0.627
H 2.915 4.002 -0.927
H 0.130 1.373 1.659
H -1.510 -2.004 1.884
H -1.108 -0.756 3.084
H -1.407 -1.676 -0.350
H -3.125 -2.059 -0.561
H -1.930 -1.706 -2.679
H -3.248 -0.561 -2.490
H -1.319 0.569 -3.396
H -0.270 -0.023 -2.112
H -1.179 2.433 -2.015
H -1.088 1.501 -0.536
H -3.211 2.797 -0.855
H -3.610 1.766 -2.223
H -4.512 0.207 -0.768
H -4.126 1.293 0.576
H -0.120 -3.553 0.988
H 1.554 -4.729 -0.373
H 3.396 -3.524 -1.441
H 3.629 -1.065 -1.172
*
```

Values from the calculation:
- HOMO energy: -8.325 eV
- SMILES: COC(=O)c1cn(CC(=O)N2CCCCCC2)c2ccccc12

Energies in eV, measured from the most stable structure: entry w 5.100; entry x 0.000.

Entry w
Density functional theory data (ωB97M-V/def2-TZVPD) for C47H55AsBaN5O3P as an isolated structure.

The geometry in ORCA input format:
```
! RIJCOSX wB97M-V def2-TZVPD def2/J DEFGRID3
* xyz 0 1
Ba 0.445 -0.331 0.538
C 3.674 4.731 -0.020
C 3.131 3.327 0.238
C 3.706 2.771 1.543
P 1.311 2.929 0.228
C 0.591 3.750 -1.274
C 0.453 5.271 -1.253
C -0.787 3.123 -1.513
C 0.532 3.767 1.630
C 0.801 5.090 1.989
C 0.195 5.727 3.059
C 0.525 7.148 3.429
C -0.748 4.983 3.773
C -1.055 3.682 3.441
C -0.425 3.008 2.361
N -0.744 1.733 1.995
C -1.517 0.983 2.888
C -1.010 0.544 4.126
C 0.369 0.954 4.563
C -1.767 -0.306 4.924
C -3.021 -0.757 4.537
C -3.827 -1.684 5.409
C -3.510 -0.329 3.309
C -2.786 0.525 2.489
C -3.352 0.981 1.171
H 4.766 4.689 -0.072
H 3.419 5.427 0.779
H 3.323 5.137 -0.968
H 3.477 2.690 -0.585
H 3.328 3.330 2.403
H 4.797 2.837 1.547
H 3.432 1.722 1.691
H 1.249 3.452 -2.096
H -0.258 5.577 -0.483
H 0.070 5.615 -2.218
H 1.390 5.791 -1.064
H -1.461 3.357 -0.684
H -0.718 2.038 -1.609
H -1.230 3.516 -2.432
H 1.511 5.656 1.397
H 1.167 7.607 2.676
H 1.048 7.208 4.387
H -0.375 7.762 3.514
H -1.267 5.445 4.608
H -1.812 3.157 4.012
H 1.076 0.900 3.726
H 0.725 0.324 5.381
H 0.402 1.993 4.897
H -1.359 -0.629 5.879
H -3.315 -1.881 6.351
H -4.004 -2.644 4.918
H -4.804 -1.259 5.647
H -4.490 -0.664 2.981
H -4.274 0.449 0.935
H -2.645 0.841 0.348
H -3.563 2.053 1.185
O 0.924 -1.162 -3.814
C 1.063 -0.146 -3.134
O 0.804 -0.005 -1.899
C 1.630 1.097 -3.804
C 0.963 1.632 -4.937
C 1.433 2.780 -5.494
C 2.598 3.384 -4.960
C 3.153 4.579 -5.475
C 4.282 5.113 -4.923
C 4.911 4.469 -3.834
C 4.396 3.314 -3.321
C 3.218 2.747 -3.865
N 2.711 1.620 -3.287
H 0.093 1.119 -5.321
H 0.938 3.237 -6.344
H 2.667 5.062 -6.315
H 4.701 6.030 -5.318
H 5.807 4.900 -3.405
H 4.863 2.805 -2.487
N -3.462 -6.607 -2.557
C -3.577 -7.896 -3.036
C -4.675 -8.678 -3.379
C -4.405 -9.955 -3.830
C -3.090 -10.436 -3.936
C -2.007 -9.652 -3.597
C -2.259 -8.358 -3.142
N -1.373 -7.369 -2.749
C -2.121 -6.355 -2.417
C -1.599 -5.073 -1.927
C -2.385 -4.173 -1.213
C -1.798 -3.015 -0.725
N -0.522 -2.726 -0.947
C 0.212 -3.538 -1.700
C -0.269 -4.746 -2.175
H -4.206 -5.944 -2.436
H -5.690 -8.312 -3.299
H -5.227 -10.602 -4.109
H -2.928 -11.444 -4.295
H -0.992 -10.015 -3.679
H -3.427 -4.372 -0.996
H -2.367 -2.314 -0.125
H 1.217 -3.210 -1.942
H 0.353 -5.413 -2.753
C 1.173 -2.843 4.013
As 0.532 -2.932 2.209
C 2.205 -2.421 1.141
C 0.098 -4.749 1.766
O -0.750 -1.881 2.068
H 2.004 -3.526 4.180
H 0.337 -3.087 4.667
H 1.472 -1.813 4.207
H 2.878 -3.274 1.186
H 2.667 -1.568 1.666
H 2.021 -2.156 0.090
H 0.729 -5.426 2.339
H 0.233 -4.918 0.699
H -0.946 -4.892 2.039
*
```

Values from the calculation:
- HOMO energy: -5.949 eV

Entry x
Density functional theory data (ωB97M-V/def2-TZVPD) for C47H55AsBaN5O3P as an isolated structure.

The geometry in ORCA input format:
```
! RIJCOSX wB97M-V def2-TZVPD def2/J DEFGRID3
* xyz 0 1
Ba -0.957 1.061 -0.666
C -2.357 0.273 3.850
C -0.843 0.041 3.919
C -0.303 0.393 5.304
P -0.054 0.857 2.441
C 0.554 2.554 2.932
C -0.602 3.486 3.293
C 1.692 2.623 3.950
C 1.502 -0.021 2.158
C 2.016 -0.961 3.052
C 3.256 -1.560 2.889
C 3.769 -2.594 3.859
C 4.013 -1.153 1.791
C 3.535 -0.237 0.879
C 2.240 0.339 0.985
N 1.706 1.163 0.043
C 2.560 1.604 -0.993
C 3.253 2.821 -0.867
C 3.151 3.613 0.408
C 4.061 3.274 -1.901
C 4.223 2.553 -3.078
C 5.084 3.074 -4.198
C 3.553 1.343 -3.186
C 2.732 0.861 -2.171
C 2.028 -0.458 -2.343
H -2.873 -0.300 4.626
H -2.751 -0.021 2.876
H -2.597 1.327 4.004
H -0.670 -1.026 3.732
H -0.524 1.434 5.544
H 0.774 0.252 5.379
H -0.789 -0.229 6.060
H 0.963 2.875 1.969
H -1.056 3.213 4.247
H -1.383 3.463 2.528
H -0.241 4.514 3.388
H 1.324 2.552 4.974
H 2.214 3.579 3.854
H 2.416 1.825 3.784
H 1.439 -1.238 3.927
H 3.121 -2.662 4.733
H 4.775 -2.348 4.205
H 3.813 -3.585 3.399
H 5.004 -1.572 1.648
H 4.155 0.045 0.036
H 2.127 3.959 0.557
H 3.808 4.481 0.375
H 3.419 2.997 1.269
H 4.590 4.215 -1.779
H 5.992 3.538 -3.811
H 4.550 3.827 -4.781
H 5.373 2.271 -4.876
H 3.675 0.749 -4.086
H 2.432 -0.999 -3.199
H 0.961 -0.301 -2.530
H 2.123 -1.078 -1.451
O -3.567 2.229 -2.297
C -2.398 2.309 -2.708
O -1.632 1.348 -2.993
C -1.776 3.687 -2.667
C -1.946 4.573 -3.751
C -1.423 5.826 -3.637
C -0.756 6.196 -2.442
C -0.189 7.474 -2.246
C 0.431 7.790 -1.069
C 0.501 6.839 -0.032
C -0.040 5.593 -0.190
C -0.669 5.236 -1.400
N -1.191 3.985 -1.534
H -2.460 4.235 -4.640
H -1.508 6.548 -4.440
H -0.254 8.201 -3.047
H 0.866 8.770 -0.930
H 0.989 7.100 0.899
H 0.001 4.856 0.603
N -0.753 -6.898 -1.842
C -0.831 -8.190 -1.381
C -0.790 -9.426 -2.014
C -0.900 -10.541 -1.206
C -1.045 -10.427 0.185
C -1.084 -9.199 0.812
C -0.973 -8.059 0.017
N -0.970 -6.728 0.367
C -0.839 -6.067 -0.751
C -0.781 -4.610 -0.847
C -0.804 -3.928 -2.062
C -0.732 -2.548 -2.060
N -0.643 -1.820 -0.950
C -0.626 -2.473 0.213
C -0.691 -3.849 0.317
H -0.602 -6.618 -2.794
H -0.677 -9.513 -3.087
H -0.871 -11.524 -1.656
H -1.126 -11.330 0.775
H -1.192 -9.110 1.885
H -0.880 -4.452 -3.006
H -0.739 -1.998 -2.996
H -0.532 -1.860 1.104
H -0.659 -4.347 1.276
C -5.072 -1.981 -0.016
As -4.459 -0.337 -0.857
C -5.874 0.955 -0.620
C -4.253 -0.793 -2.718
O -3.069 0.110 -0.096
H -5.992 -2.357 -0.461
H -5.229 -1.789 1.044
H -4.283 -2.726 -0.128
H -6.794 0.590 -1.076
H -5.550 1.880 -1.090
H -6.035 1.106 0.446
H -3.296 -1.300 -2.831
H -4.249 0.120 -3.304
H -5.060 -1.460 -3.018
*
```

Values from the calculation:
- HOMO energy: -5.946 eV

Energies in eV, measured from the most stable structure: entry w 1.519; entry x 0.000.

Entry w
Density functional theory data (ωB97M-V/def2-TZVPD) for C5H9N4O as an isolated structure.

The geometry in ORCA input format:
```
! RIJCOSX wB97M-V def2-TZVPD def2/J DEFGRID3
* xyz 1 1
C 0.074 -2.453 -1.193
C 0.555 -1.178 -0.778
C -1.244 1.224 1.224
C -0.235 1.844 0.263
C 0.503 -0.453 0.492
N 0.385 -2.584 -2.449
N 1.126 -0.621 -1.825
N -1.291 -0.154 0.822
N 0.961 0.939 0.340
O 1.018 -1.489 -2.824
H -0.451 -3.213 -0.655
H -0.955 1.396 2.272
H -2.238 1.650 1.064
H -0.629 1.794 -0.752
H 0.036 2.869 0.510
H 0.888 -0.978 1.358
H -1.552 -0.794 1.565
H 1.487 0.979 -0.553
H 1.563 1.222 1.120
*
```

Values from the calculation:
- HOMO energy: -14.344 eV

Entry x
Density functional theory data (ωB97M-V/def2-TZVPD) for an isolated ion of composition C5H9N4O and charge +1.

The geometry in ORCA input format:
```
! RIJCOSX wB97M-V def2-TZVPD def2/J DEFGRID3
* xyz 1 1
N -1.155 -0.111 -2.210
C -0.365 0.258 -1.166
N -0.607 1.446 -0.632
C -0.751 1.616 0.777
C -0.492 0.623 1.638
C -0.054 -0.772 1.698
O -0.787 -1.487 2.299
N 1.075 -1.278 1.166
C 1.724 -0.597 0.135
N 0.726 -0.556 -0.973
H -1.904 0.611 -2.543
H -1.080 -0.842 -2.843
H -1.077 2.201 -1.189
H -1.166 2.459 1.061
H -0.642 0.967 2.665
H 1.344 -2.203 1.581
H 2.519 -1.170 -0.309
H 2.145 0.315 0.258
H 0.548 -1.480 -1.412
*
```

Values from the calculation:
- HOMO energy: -13.226 eV
- SMILES: [NH2+]=C1N/C=C\C(=O)NCN1

Energies in eV, measured from the most stable structure: entry w 2.658; entry x 0.000.